No. 1
45
Properties=species:S:1:pos:R:3:mulliken_charge:R:1 method="wB97M-V/def2-TZVPD" e_homo_ev=-4.81 total_charge=-1 gap_ev=6.8 lumo_energy_ev=2.04
C 0.172 3.895 -0.566 -1.18
C -0.129 3.428 0.875 0.14
C -1.621 3.156 1.155 -0.95
C -1.908 1.797 1.835 0.08
C -3.115 1.074 1.226 -0.58
C -3.094 -0.477 1.226 -0.55
C -2.024 -1.126 2.118 -1.19
In -0.171 -1.505 0.948 0.80
Br -0.227 0.265 -0.988 -0.51
C 1.706 -1.256 2.102 -1.38
C 2.956 -0.841 1.326 -0.45
C 3.325 -1.874 0.255 -0.73
S 3.131 -1.246 -1.435 -0.11
C 2.330 -2.599 -2.226 0.07
S 2.791 -4.140 -2.037 -0.22
N 1.258 -2.242 -3.057 0.26
C 1.273 -1.310 -4.065 -0.12
C 0.022 -1.306 -4.576 -0.53
N -0.778 -2.204 -3.910 -0.63
C -0.016 -2.744 -3.012 -0.09
H -0.653 3.648 -1.232 0.28
H 0.376 4.964 -0.622 0.35
H 1.027 3.349 -0.964 0.24
H 0.244 4.206 1.542 0.43
H 0.459 2.528 1.044 -0.11
H -1.983 3.969 1.790 0.31
H -2.161 3.235 0.212 0.35
H -2.146 2.025 2.874 0.33
H -1.001 1.207 1.760 -0.29
H -3.258 1.408 0.198 0.23
H -4.010 1.398 1.764 0.35
H -4.083 -0.800 1.572 0.33
H -3.024 -0.831 0.198 0.27
H -2.356 -2.132 2.376 0.44
H -1.827 -0.535 3.009 0.35
H -0.206 -3.098 0.162 -0.46
H 1.928 -2.240 2.531 0.44
H 1.552 -0.582 2.947 0.40
H 3.803 -0.806 2.020 0.34
H 2.843 0.158 0.902 0.28
H 4.372 -2.150 0.363 0.48
H 2.743 -2.783 0.386 0.36
H 2.118 -0.710 -4.349 0.37
H -0.327 -0.682 -5.380 0.39
H -0.313 -3.493 -2.300 0.40

No. 2
44
Properties=species:S:1:pos:R:3:mulliken_charge:R:1 method="wB97M-V/def2-TZVPD" e_homo_ev="-0.02 / 0.27" total_charge=-2 gap_ev="5.3 / 3.9" multiplicity=5 lumo_energy_ev="5.26 / 4.21"
C 0.841 -1.058 -2.073 2.31
C 0.886 0.294 -2.487 -0.33
C -0.387 0.883 -2.277 2.17
C 2.067 0.979 -3.075 -1.59
C -1.250 -0.108 -1.660 -0.60
C -0.471 -1.326 -1.520 -0.25
C -1.087 -2.647 -1.251 -1.26
C 1.935 -2.028 -2.244 -1.96
C -0.758 2.247 -2.675 -1.93
C -2.731 -0.097 -1.606 -1.31
Pd -0.277 -0.036 0.471 0.31
Cl 1.756 1.432 0.225 -0.66
Cl 0.960 -2.001 0.994 -0.35
Cl -1.892 1.863 0.562 -0.68
H 3.000 0.542 -2.699 0.34
H 2.068 2.047 -2.825 0.31
H 2.063 0.884 -4.171 0.35
H 0.010 2.967 -2.350 0.34
H -1.707 2.529 -2.207 0.37
H -0.851 2.322 -3.773 0.32
H -3.086 0.832 -1.135 0.32
H -3.071 -0.929 -0.989 0.33
H -3.175 -0.199 -2.606 0.27
H -2.012 -2.491 -0.693 0.29
H -0.454 -3.296 -0.629 0.30
H -1.339 -3.164 -2.188 0.22
H 2.890 -1.593 -1.908 0.39
H 2.047 -2.308 -3.306 0.34
H 1.737 -2.929 -1.654 0.37
O -0.236 -4.406 1.609 -0.93
H -0.733 -4.759 2.401 0.08
C -1.284 0.432 4.731 -1.64
C -0.798 0.842 3.346 1.20
C 0.524 1.583 3.396 -1.21
C -0.722 -0.422 2.508 -1.41
H -0.579 -0.296 5.166 0.35
H -2.259 -0.055 4.614 0.40
H -1.380 1.300 5.398 0.42
H -1.541 1.490 2.852 0.13
H 1.337 0.914 3.698 0.29
H 0.797 1.932 2.389 0.13
H 0.474 2.440 4.078 0.40
H -0.035 -1.159 2.945 0.66
H -1.719 -0.828 2.275 0.39

No. 3
50
Properties=species:S:1:pos:R:3:mulliken_charge:R:1 method="wB97M-V/def2-TZVPD" e_homo_ev="-12.60 / -12.60" total_charge=+1 gap_ev="9.9 / 2.4" multiplicity=2 lumo_energy_ev="-2.70 / -10.24" e_above_lowest_kcal_mol=0.0
C 1.011 -2.774 -2.918 -0.72
C 1.371 -1.472 -3.484 0.39
N 1.557 -0.428 -3.949 -0.45
H 1.700 -3.392 -3.494 0.34
H -0.045 -3.010 -3.053 0.20
H 1.303 -2.879 -1.873 0.25
C 1.099 0.051 0.774 -0.27
C 0.450 1.341 0.479 0.29
N -0.061 2.353 0.288 -0.44
H 1.283 -0.623 -0.063 0.10
H 0.570 -0.481 1.565 -0.04
H 2.108 0.246 1.138 0.35
C -3.324 -1.201 -2.743 -0.68
C -2.295 -1.323 -1.752 0.23
N -1.416 -1.399 -0.969 -0.28
H -3.266 -0.155 -3.046 0.19
H -4.331 -1.388 -2.370 0.29
H -3.023 -1.841 -3.572 0.28
Cl -1.212 3.708 -4.312 0.14
C -1.174 3.973 -2.560 -0.03
C -2.458 3.332 -1.957 -0.08
Cl -3.812 3.971 -2.779 0.05
H -1.217 5.048 -2.391 0.42
H -0.282 3.505 -2.144 -0.13
H -2.433 3.621 -0.906 0.36
H -2.256 2.260 -1.962 0.18
Cl 2.747 4.666 -2.401 -0.16
C 2.777 2.818 -2.222 0.01
C 3.613 2.483 -0.956 -0.50
Cl 5.265 3.215 -1.093 -0.17
H 3.186 2.397 -3.141 0.37
H 1.788 2.379 -2.088 -0.06
H 3.931 1.447 -0.837 0.24
H 3.094 2.781 -0.045 0.32
Cl -1.141 -3.290 3.685 -0.21
C -2.153 -2.397 2.541 -0.20
C -3.511 -3.107 2.289 -0.45
Cl -4.214 -2.334 0.888 -0.17
H -1.549 -2.335 1.635 0.01
H -2.286 -1.374 2.893 0.37
H -4.167 -3.188 3.156 0.38
H -3.206 -4.103 1.969 0.27
Cl 2.933 -3.243 6.055 -0.20
C 2.003 -1.676 5.910 -0.59
C 1.971 -1.110 4.503 -0.32
Cl 1.133 0.462 4.482 -0.20
H 2.455 -0.978 6.614 0.37
H 0.969 -1.892 6.179 0.33
H 1.515 -1.798 3.791 0.26
H 3.002 -0.867 4.244 0.36

No. 4
45
Properties=species:S:1:pos:R:3:mulliken_charge:R:1 method="wB97M-V/def2-TZVPD" e_homo_ev=-4.22 total_charge=-1 gap_ev=7.2 lumo_energy_ev=2.97
C 4.982 2.733 -0.236 -1.36
C 3.678 2.091 0.172 0.79
C 3.210 2.186 1.479 -0.55
C 2.001 1.600 1.817 -1.25
C 1.257 0.910 0.879 -0.11
C 1.703 0.783 -0.439 0.73
C 0.980 0.036 -1.545 -2.00
P -0.820 -0.626 -1.381 1.05
C -0.260 -2.476 -1.203 -1.48
C -1.199 -3.304 -0.324 -0.66
C -0.898 -3.212 1.189 -0.62
S -2.231 -2.713 2.241 1.12
O -3.165 -3.804 2.324 -0.65
O -1.702 -2.128 3.434 -0.65
O -2.927 -1.520 1.471 -0.39
C -1.514 1.185 -1.443 -1.50
C -2.780 1.345 -0.632 0.93
C -2.582 1.997 0.743 -1.10
Cl -4.041 2.336 -1.574 -0.30
C 2.919 1.395 -0.752 -0.46
H 5.397 3.320 0.586 0.35
H 5.716 1.983 -0.542 0.29
H 4.830 3.402 -1.086 0.32
H 3.783 2.716 2.233 0.29
H 1.622 1.671 2.832 0.39
H 0.318 0.469 1.180 0.57
H 1.620 -0.805 -1.840 0.59
H 0.961 0.699 -2.419 0.50
H -0.831 -0.578 0.085 -0.71
H -2.235 -1.119 -1.346 0.20
H -0.845 -0.737 -2.863 -0.06
H 0.734 -2.508 -0.737 0.51
H -0.194 -2.943 -2.191 0.36
H -2.231 -2.995 -0.519 0.28
H -1.142 -4.359 -0.606 0.43
H -0.604 -4.187 1.580 0.49
H -0.092 -2.503 1.390 0.30
H -3.343 -1.846 0.658 0.31
H -0.775 1.905 -1.083 0.44
H -1.703 1.393 -2.499 0.50
H -3.286 0.387 -0.516 -0.07
H -3.222 2.873 0.860 0.46
H -1.550 2.328 0.857 0.24
H -2.830 1.294 1.539 0.14
H 3.294 1.323 -1.770 0.38